Entry 1:
{
  "formula": "C30H43CeIN4O4",
  "method": "ωB97M-V/def2-TZVPD",
  "e_above_lowest_kj_mol": 0.00,
  "homo_ha": [-0.479, -0.479],
  "spin_multiplicity": 1,
  "total_charge": 2,
  "species": ["Ce", "C", "C", "N", "C", "C", "N", "C", "C", "H", "H", "H", "H", "H", "H", "H", "H", "H", "H", "H", "H", "O", "C", "O", "C", "N", "C", "C", "C", "H", "H", "H", "H", "H", "H", "H", "H", "H", "C", "C", "C", "C", "C", "C", "C", "C", "N", "C", "C", "C", "C", "H", "H", "H", "H", "H", "H", "H", "H", "H", "H", "H", "H", "H", "H", "H", "H", "H", "H", "I", "C", "C", "C", "C", "C", "C", "C", "O", "O", "H", "H", "H", "H"],
  "coordinates": [[0.51460, -0.01944, -0.15923], [-0.24815, 0.59580, -3.52177], [-1.06841, 1.18024, -4.70416], [-2.09014, 2.08478, -4.19670], [-1.46503, 3.10300, -3.36170], [-0.87780, 2.44327, -2.08840], [-0.89661, 0.95889, -2.23500], [-2.31948, 0.52503, -2.30137], [-3.05510, 1.33330, -3.40189], [0.76797, 0.99086, -3.51323], [-0.19033, -0.49558, -3.58056], [-1.55370, 0.38668, -5.27203], [-0.41698, 1.72304, -5.38865], [-2.20780, 3.85505, -3.09674], [-0.68562, 3.59879, -3.94084], [-1.47342, 2.68880, -1.20571], [0.14908, 2.76055, -1.90129], [-2.77161, 0.66205, -1.31636], [-2.33094, -0.54247, -2.52314], [-3.76634, 2.03462, -2.96546], [-3.61431, 0.66436, -4.05551], [1.17225, -2.16957, 0.26086], [1.29476, -1.81342, 1.46257], [1.62552, -0.61457, 1.73176], [0.96492, -2.74861, 2.59400], [0.44909, -1.93788, 3.74831], [0.96018, -2.59896, 4.99491], [2.36719, -2.98945, 4.57957], [2.18313, -3.52836, 3.15536], [0.17375, -3.41851, 2.26192], [-0.59307, -1.82168, 3.65361], [0.85405, -1.00003, 3.66447], [0.32618, -3.46251, 5.19034], [0.88989, -1.90399, 5.82717], [2.80600, -3.72428, 5.24978], [3.01075, -2.10742, 4.58273], [1.93616, -4.58792, 3.17278], [3.07007, -3.41060, 2.53640], [2.78445, 3.75179, 4.36032], [1.85976, 3.15034, 3.33970], [0.51290, 2.89930, 3.65879], [-0.38767, 2.39586, 2.72670], [-1.83783, 2.18874, 3.04881], [0.09796, 2.12962, 1.45313], [1.46325, 2.31745, 1.08829], [2.32702, 2.84990, 2.07824], [1.81021, 1.86028, -0.14890], [3.20264, 1.84963, -0.66943], [3.74427, 3.27252, -0.83365], [4.11795, 0.96981, 0.19731], [3.13734, 1.20828, -2.06099], [2.31246, 3.82384, 5.33763], [3.08003, 4.75711, 4.05698], [3.69520, 3.16101, 4.46034], [0.16049, 3.13690, 4.65594], [-2.02355, 2.30981, 4.11411], [-2.16811, 1.19264, 2.74925], [-2.45512, 2.91828, 2.52148], [-0.64756, 1.84424, 0.71491], [3.36521, 3.03656, 1.86046], [3.84602, 3.81465, 0.10161], [3.09408, 3.85259, -1.48943], [4.72989, 3.22075, -1.29769], [4.13276, 1.24966, 1.24594], [5.13536, 1.03482, -0.18825], [3.82026, -0.08145, 0.14127], [2.69181, 1.87876, -2.79542], [2.55997, 0.27070, -2.06843], [4.13977, 0.94511, -2.39493], [-6.15113, -4.69234, -2.20232], [-4.82075, -3.68266, -0.97522], [-3.63112, -3.19158, -1.50593], [-2.75829, -2.50185, -0.68488], [-3.04465, -2.31532, 0.66304], [-4.22335, -2.83760, 1.19090], [-5.11708, -3.50564, 0.37206], [-2.10579, -1.61711, 1.56798], [-2.11062, -1.81923, 2.78059], [-1.24996, -0.77841, 1.02564], [-3.39363, -3.35706, -2.54779], [-1.82583, -2.13404, -1.09704], [-4.43840, -2.70638, 2.24278], [-6.04144, -3.89038, 0.77954]],
  "forces_ev_per_angstrom": [[-0.967, 1.915, -0.580], [0.058, -0.062, 0.004], [-0.015, -0.003, -0.013], [-0.009, -0.018, 0.007], [-0.062, -0.060, 0.015], [0.069, 0.110, -0.024], [0.200, -0.141, 0.399], [-0.022, -0.049, 0.042], [0.003, 0.015, -0.016], [-0.017, 0.022, 0.002], [0.015, -0.010, -0.016], [-0.012, 0.001, 0.010], [-0.001, -0.007, 0.006], [0.008, 0.002, -0.002], [-0.002, -0.014, -0.004], [0.001, 0.019, -0.025], [-0.054, 0.006, -0.004], [-0.011, -0.002, -0.007], [-0.002, 0.039, -0.021], [0.015, 0.006, 0.003], [0.000, 0.001, 0.001], [0.214, -0.463, -0.122], [0.496, -0.292, 0.732], [0.215, -0.512, 0.463], [-0.073, -0.095, 0.042], [-0.168, 0.063, -0.071], [-0.076, 0.015, -0.024], [0.024, 0.022, 0.024], [-0.050, -0.072, -0.015], [-0.010, 0.018, 0.022], [0.094, -0.075, -0.039], [0.002, 0.030, 0.003], [0.008, -0.008, 0.003], [0.016, 0.001, 0.002], [-0.007, -0.007, -0.008], [0.015, -0.010, 0.008], [0.021, -0.001, -0.012], [0.011, 0.038, 0.007], [-0.013, -0.004, 0.005], [-0.188, -0.021, -0.004], [-0.319, -0.140, -0.122], [0.338, 0.198, 0.741], [-0.019, 0.021, 0.032], [0.425, -0.254, -0.533], [-0.151, 0.325, 0.768], [-0.190, -0.243, -0.209], [-0.402, -1.139, -0.622], [-0.067, -0.093, 0.127], [-0.010, -0.044, -0.071], [0.102, 0.053, -0.096], [-0.043, 0.104, 0.088], [-0.011, -0.009, -0.002], [-0.004, 0.003, -0.005], [0.007, 0.004, -0.009], [-0.013, 0.010, -0.016], [-0.007, -0.005, -0.008], [0.000, -0.006, 0.002], [-0.006, 0.001, -0.006], [-0.296, 0.559, -0.153], [0.001, 0.011, -0.036], [0.010, -0.032, 0.013], [-0.023, -0.005, 0.015], [0.004, 0.014, -0.014], [-0.011, 0.028, 0.005], [0.028, -0.021, 0.037], [-0.036, -0.018, -0.026], [-0.033, 0.013, 0.021], [0.050, -0.120, 0.020], [-0.015, -0.005, -0.067], [-0.037, -0.029, -0.037], [0.033, 0.021, 0.009], [-0.014, -0.002, 0.047], [0.039, -0.017, -0.006], [-0.074, -0.010, 0.023], [-0.022, -0.001, -0.003], [0.012, 0.021, 0.011], [0.000, -0.030, 0.354], [0.163, 0.011, -0.093], [0.836, 0.457, -0.972], [0.003, 0.002, -0.007], [0.016, -0.025, 0.013], [0.002, 0.002, -0.004], [0.004, -0.007, 0.003]],
  "lowdin_charge": [1.50, -0.13, -0.13, -0.15, -0.13, -0.14, -0.25, -0.13, -0.12, 0.10, 0.13, 0.13, 0.13, 0.13, 0.13, 0.12, 0.11, 0.13, 0.10, 0.13, 0.13, -0.03, -0.57, -0.05, -0.13, 0.11, -0.08, -0.13, -0.07, 0.18, 0.14, 0.17, 0.15, 0.14, 0.13, 0.13, 0.13, 0.13, -0.02, -0.23, 0.03, -0.23, -0.01, -0.07, -0.28, 0.03, -0.07, -0.58, 0.00, -0.01, -0.03, 0.08, 0.10, 0.09, 0.13, 0.09, 0.07, 0.10, 0.07, 0.11, 0.08, 0.10, 0.10, 0.08, 0.10, 0.09, 0.09, 0.07, 0.11, 0.96, -0.73, -0.13, -0.04, -0.13, 0.01, -0.12, -0.49, 0.06, -0.18, 0.10, 0.10, 0.13, 0.11]
}



Entry 2:
{
  "formula": "C30H43Cl3N5O3SiV",
  "method": "ωB97M-V/def2-TZVPD",
  "e_above_lowest_kj_mol": 56.78,
  "homo_ha": [-0.123, -0.198],
  "s_squared": 3.759,
  "spin_multiplicity": 4,
  "total_charge": -1,
  "species": ["C", "C", "H", "H", "H", "C", "C", "H", "H", "H", "H", "V", "Cl", "Cl", "C", "O", "N", "C", "C", "H", "H", "H", "H", "H", "H", "H", "H", "H", "C", "C", "N", "H", "C", "O", "H", "H", "H", "H", "O", "C", "C", "C", "H", "C", "H", "C", "H", "C", "C", "H", "H", "H", "Si", "Cl", "C", "C", "C", "H", "H", "H", "H", "H", "H", "H", "H", "H", "N", "C", "C", "C", "C", "C", "C", "C", "N", "C", "C", "N", "C", "H", "H", "H", "H", "H", "H", "H"],
  "coordinates": [[2.42275, -2.68570, -2.42228], [2.29521, -1.66027, -3.49702], [1.72043, -3.52402, -2.56857], [2.23976, -2.24711, -1.42636], [3.44758, -3.08636, -2.46186], [2.42947, -2.05981, -4.79299], [2.32534, -3.50614, -5.15117], [2.62053, -1.33920, -5.60104], [1.59093, -3.99855, -4.49192], [3.27672, -4.06351, -5.07080], [1.95727, -3.59950, -6.17263], [1.52597, 0.23728, 0.18599], [2.67586, -1.62123, 0.56708], [2.89498, 1.99025, 0.16960], [0.02340, 3.48880, 0.72429], [-0.33352, 2.28976, 0.62687], [-0.80500, 4.56325, 0.61515], [-2.24641, 4.41558, 0.78946], [-0.27270, 5.88126, 0.25071], [1.08976, 3.75670, 0.84030], [-2.42454, 3.70657, 1.60169], [-2.73518, 4.05424, -0.13449], [-2.65159, 5.40191, 1.04635], [0.60257, 6.09510, 0.88417], [-1.05437, 6.65569, 0.42780], [0.07574, 5.91028, -0.80530], [-0.25575, -5.53092, 2.48908], [-1.21533, -4.63606, -0.37450], [-1.35274, -5.58012, 2.40627], [-2.14997, -4.65206, 0.22003], [-1.87097, -4.44785, 1.64933], [-1.76900, -5.56224, 3.42166], [-2.37042, -3.35476, 2.29001], [-3.04928, -2.45825, 1.74947], [-2.81423, -3.86481, -0.12692], [-2.09837, -3.33719, 3.38338], [-1.62394, -6.51254, 1.89194], [-2.63880, -5.64283, 0.07651], [1.20099, -0.09922, -1.89598], [2.03304, -0.20353, -3.06703], [0.62864, 0.14551, -5.16219], [1.56093, 0.63750, -4.24438], [0.31965, -0.89713, -5.09571], [0.16084, 0.97117, -6.19465], [3.01085, 0.23239, -2.78477], [2.15544, 1.88002, -4.44667], [-0.60527, 0.59735, -6.87541], [0.68923, 2.25118, -6.35867], [1.70100, 2.69089, -5.49028], [2.97222, 2.16400, -3.77687], [0.32750, 2.90537, -7.16517], [2.14743, 3.67806, -5.62753], [-1.05145, 0.27619, -1.98037], [-1.04078, -1.26051, -0.51008], [-1.53119, -1.01658, -3.27652], [-0.49598, 2.06719, -2.41360], [-2.76932, 0.89842, -1.35567], [-1.90827, -0.63609, -4.24031], [-2.35424, -1.60669, -2.81609], [-0.68462, -1.71546, -3.44691], [-3.42956, 0.03733, -1.15905], [-3.27673, 1.50266, -2.12827], [-2.69344, 1.52227, -0.43524], [-0.54253, 2.21873, -3.51111], [0.52228, 2.31539, -2.08595], [-1.16838, 2.79513, -1.92633], [0.48523, 0.45367, 11.06423], [0.48646, 0.45383, 9.89452], [0.43910, 0.45337, 8.45553], [-0.80061, 0.48458, 7.80315], [-0.84241, 0.46831, 6.41518], [0.34282, 0.38276, 5.68023], [1.59114, 0.38898, 6.31086], [1.63035, 0.40391, 7.71175], [0.25262, 0.25686, 4.28311], [-0.95655, 0.09757, 3.59445], [-0.63407, 0.00577, 2.28081], [0.74884, 0.17340, 2.10758], [1.25458, 0.26539, 3.33936], [-1.73235, 0.49319, 8.37820], [-1.80145, 0.50409, 5.89870], [2.49505, 0.38395, 5.71411], [2.58176, 0.36839, 8.23727], [-1.93658, 0.02430, 4.04700], [-1.27481, -0.21584, 1.44498], [2.31040, 0.32634, 3.60047]],
  "forces_ev_per_angstrom": [[-0.437, -0.012, 0.541], [-0.225, -0.001, -1.326], [0.215, 0.193, 0.113], [0.114, -0.462, -0.861], [-0.270, -0.076, 0.174], [0.175, 0.769, 1.264], [0.211, -0.409, -0.038], [-0.502, -0.322, 0.360], [0.352, 0.059, -0.290], [-0.279, 0.117, -0.040], [0.098, -0.121, -0.127], [-1.941, -0.211, -1.389], [1.174, -1.325, 1.107], [1.225, 1.433, 0.108], [-0.359, -1.678, -0.905], [0.327, 2.539, 0.543], [-0.122, -0.006, 0.321], [0.133, -0.142, -0.603], [0.269, -0.105, 0.131], [-0.213, -0.170, -0.162], [-0.115, 0.040, -0.197], [0.102, 0.071, 0.426], [-0.005, -0.316, 0.018], [-0.264, 0.103, -0.195], [0.665, -0.600, -0.182], [-0.425, 0.040, 0.559], [-0.250, -0.126, -0.083], [-0.438, 0.070, 0.336], [0.434, 0.389, 0.037], [0.291, -0.476, 0.099], [-0.624, 0.057, -0.230], [0.073, -0.166, -0.251], [-0.989, 1.179, -0.887], [1.377, -1.729, 1.330], [0.103, 0.043, 0.041], [-0.237, 0.013, -0.706], [-0.009, 0.259, 0.285], [0.247, 0.593, 0.112], [-0.513, -0.190, -1.192], [0.602, 0.037, 0.726], [-0.174, 0.671, -0.350], [0.239, -0.482, -0.015], [-0.148, 0.597, 0.033], [0.204, -0.258, 0.247], [-0.164, -0.162, 0.073], [-0.489, -0.015, -0.359], [0.204, 0.098, 0.101], [0.151, 0.214, 0.254], [0.096, 0.096, -0.091], [-0.379, 0.190, -0.205], [0.202, -0.321, 0.412], [-0.135, -0.246, -0.044], [-0.396, 0.741, -0.638], [0.944, -0.438, 0.825], [-0.133, -0.293, -0.564], [0.425, 0.262, 0.009], [-0.563, -0.256, 0.117], [0.271, -0.050, 0.239], [0.481, 0.419, -0.215], [-0.495, 0.393, 0.044], [0.106, 0.303, 0.155], [0.255, -0.001, 0.118], [0.053, -0.460, -0.530], [-0.030, -0.116, 0.439], [-0.214, -0.185, -0.198], [0.077, -0.384, -0.251], [0.058, 0.006, -2.304], [-0.089, -0.011, 2.129], [0.164, -0.113, -0.164], [0.023, -0.015, -0.196], [-0.115, -0.066, 0.445], [0.236, -0.061, -0.402], [-0.437, 0.022, 0.889], [-0.190, 0.104, -0.525], [-0.452, 0.071, -0.052], [0.307, -0.213, -0.600], [0.559, 0.386, 0.558], [-0.386, -0.282, 2.613], [-0.601, 0.122, -1.015], [0.443, 0.097, -0.197], [0.375, -0.025, 0.326], [-0.037, -0.124, 0.229], [-0.172, 0.065, -0.140], [0.421, -0.044, -0.051], [-0.018, 0.310, 0.225], [-0.448, 0.094, -0.339]],
  "mulliken_spin": [0.00, 0.00, 0.00, 0.01, 0.00, 0.00, 0.00, 0.00, 0.00, 0.00, 0.00, 2.91, 0.04, 0.04, 0.00, -0.01, 0.00, 0.00, 0.00, 0.00, 0.00, 0.00, 0.00, 0.00, 0.00, 0.00, 0.00, 0.00, 0.00, 0.00, 0.00, 0.00, 0.00, 0.00, 0.00, 0.00, 0.00, 0.00, -0.12, 0.01, 0.00, 0.00, 0.00, 0.00, 0.00, 0.00, 0.00, 0.00, 0.00, 0.00, 0.00, 0.00, 0.01, 0.01, 0.00, 0.00, 0.00, 0.00, 0.00, 0.00, 0.00, 0.00, 0.00, 0.00, 0.01, 0.00, 0.00, 0.00, 0.00, 0.00, 0.00, -0.01, 0.00, 0.00, 0.01, -0.03, 0.06, -0.05, 0.07, 0.00, 0.00, 0.00, 0.00, 0.00, -0.01, 0.02]
}